ORCA calculation (ωB97M-V/def2-TZVPD) on a cluster of 2 separate species, C2H5Cl2ISi in total in a non-equilibrium geometry.

## Properties
energy above the lowest of the compared OMol25 structures with the same formula, charge and spin: 3.244 eV
HOMO-LUMO gap (alpha / beta): 7.735 / 8.745 eV
DFT total energy: -1586.729143 Eh
LUMO (alpha / beta): -0.881 / -0.599 eV

```
11
Properties=species:S:1:pos:R:3:forces:R:3:nbo_charge:R:1
C 0.8725 -0.3139 0.1813 -1.531 -2.703 -0.718 -0.73
C -1.3241 0.5960 -1.6940 -0.972 0.337 -0.448 -0.53
Si -0.2207 -1.2831 1.3627 0.540 1.307 -0.891 1.22
Cl -0.9964 -2.9155 0.4049 0.227 -0.063 0.449 -0.35
Cl -1.8380 -0.0576 1.8626 0.294 -0.339 0.135 -0.39
I -1.4157 -1.0857 -2.8937 0.088 0.424 -0.046 0.16
H 1.1020 0.6501 0.5012 0.763 1.570 0.048 0.19
H 1.0339 -0.7043 -0.8495 0.209 0.732 0.973 0.22
H -1.5734 0.3734 -0.6721 0.064 0.088 0.111 0.18
H -1.7606 1.5302 -2.1123 0.698 -0.804 0.190 0.19
H 0.6059 -1.4392 2.5666 -0.381 -0.549 0.196 -0.16
```
Positions in Å, forces in eV/Å.